Molecular formula: C16H52F6O18P
Method: DFT, wB97M-V/def2-TZVPD

Geometry as XYZ:
```
93
Properties=species:S:1:pos:R:3:lowdin_charge:R:1
P 1.42 0.45 -0.21 0.17
F 0.67 0.55 -1.67 -0.17
F 2.51 1.54 -0.70 -0.15
F 0.40 1.63 0.24 -0.15
F 2.08 0.41 1.22 -0.12
F 0.34 -0.66 0.26 -0.14
F 2.34 -0.70 -0.85 -0.13
C -3.00 0.77 2.09 -0.27
C -1.92 1.07 3.12 -0.27
O -2.20 0.60 4.40 -0.05
O -3.40 -0.57 2.20 -0.06
H -2.56 1.00 1.11 0.11
H -3.86 1.45 2.20 0.12
H -1.87 2.17 3.17 0.12
H -1.03 0.59 2.74 0.11
H -3.02 0.99 4.68 0.09
H -4.24 -0.68 1.75 0.07
C -0.59 -3.48 3.14 -0.26
C -0.08 -3.05 4.48 -0.25
O -1.13 -3.23 5.42 -0.07
O -1.52 -2.57 2.62 -0.07
H -1.10 -4.45 3.27 0.12
H 0.22 -3.68 2.43 0.12
H 0.14 -1.97 4.41 0.12
H 0.81 -3.60 4.79 0.11
H -0.96 -2.68 6.19 0.08
H -1.06 -2.01 1.99 0.07
C 1.70 5.76 -0.07 -0.26
C 1.12 4.49 0.40 -0.24
O -0.22 4.33 -0.09 -0.08
O 1.67 5.81 -1.47 -0.06
H 2.74 5.75 0.26 0.13
H 1.21 6.64 0.36 0.12
H 1.08 4.41 1.50 0.13
H 1.72 3.65 0.03 0.10
H -0.54 3.49 0.24 0.06
H 0.89 5.30 -1.75 0.08
C 5.23 -0.93 2.30 -0.29
C 5.40 -0.78 3.78 -0.22
O 4.55 0.26 4.30 -0.08
O 3.99 -1.46 2.03 -0.05
H 6.04 -1.58 1.94 0.12
H 5.35 0.04 1.80 0.14
H 6.40 -0.44 4.05 0.12
H 5.19 -1.77 4.22 0.12
H 4.35 0.05 5.21 0.09
H 3.55 -0.99 1.30 0.06
C -3.80 -0.33 -1.35 -0.21
C -3.90 0.37 -2.71 -0.20
O -5.22 0.05 -3.20 -0.07
O -4.72 0.30 -0.43 -0.08
H -2.80 -0.28 -0.92 0.12
H -4.09 -1.38 -1.49 0.08
H -3.13 -0.09 -3.34 0.11
H -3.71 1.43 -2.60 0.11
H -5.11 -0.63 -3.87 0.08
H -5.59 0.31 -0.86 0.08
C -0.36 2.79 -3.44 -0.23
C 0.74 2.81 -4.49 -0.25
O 0.16 2.98 -5.79 -0.08
O -1.16 1.59 -3.53 -0.09
H -1.00 3.66 -3.65 0.12
H 0.04 2.98 -2.43 0.10
H 1.29 1.87 -4.40 0.12
H 1.41 3.64 -4.30 0.10
H -0.41 2.21 -5.91 0.08
H -0.63 0.84 -3.21 0.06
C 1.50 -2.16 -3.23 -0.23
C 2.64 -3.02 -2.81 -0.24
O 2.24 -4.07 -1.89 -0.06
O 0.60 -2.97 -4.07 -0.09
H 1.81 -1.33 -3.88 0.12
H 0.85 -1.78 -2.45 0.09
H 3.41 -2.38 -2.37 0.11
H 3.09 -3.48 -3.70 0.12
H 2.64 -3.89 -1.04 0.07
H 0.04 -2.37 -4.56 0.06
C -3.27 -3.36 0.14 -0.23
C -2.52 -4.04 -1.00 -0.24
O -3.05 -3.66 -2.24 -0.07
O -4.63 -3.24 -0.26 -0.08
H -2.86 -2.39 0.38 0.09
H -3.23 -3.98 1.04 0.12
H -2.63 -5.12 -0.83 0.12
H -1.47 -3.79 -0.95 0.12
H -3.98 -3.45 -2.08 0.06
H -4.98 -2.42 0.09 0.07
O 2.74 2.17 3.17 -0.08
H 3.35 1.41 3.24 0.00
H 1.87 1.82 3.38 0.02
O 3.21 3.43 -2.66 -0.07
H 2.87 4.29 -2.35 0.01
H 2.93 2.79 -1.97 0.01
```

Computed properties:
* 2S+1: 1
* lowest unoccupied orbital energy: 2.264 eV
* DFT total energy: -79889.37049 eV
* charge: -1